19
Properties=species:S:1:pos:R:3:forces:R:3:mulliken_charge:R:1 method="wB97M-V/def2-TZVPD" e_above_lowest_ev=2.773 energy_ev=-21458.9808 charge=+1
C -1.6519 0.4729 1.0565 -0.2 0.1 0.1 -0.275
O -0.7018 -0.2565 0.2683 3.4 -1.0 1.7 -0.424
C -2.3443 1.5279 0.2276 -0.1 0.2 0.0 -1.086
H -2.3746 -0.2575 1.4444 0.2 0.2 -0.1 0.308
H -1.1296 0.9174 1.9167 -0.1 0.0 -0.2 0.322
H -3.0696 2.0570 0.8597 0.1 -0.1 -0.2 0.384
H -1.6322 2.2662 -0.1649 -0.2 -0.2 0.1 0.272
H -2.8849 1.0699 -0.6108 0.1 0.1 0.2 0.296
C 0.6321 -0.4335 -1.3392 7.2 -2.7 -0.3 1.090
O 1.3742 -1.2713 -0.0634 -2.8 1.2 0.7 -0.457
C 0.9222 -0.3495 0.8808 -1.0 -0.8 -3.4 -0.097
C 1.4530 0.9506 0.2672 -1.0 0.3 1.2 -0.333
O 1.2239 0.7418 -1.1411 -1.6 0.4 0.1 -0.273
O 0.8561 -1.1413 -2.3111 -3.5 1.8 0.7 -0.651
F 2.5449 -5.1495 -2.3428 0.5 -4.9 -1.2 -0.514
H 1.1107 -0.6784 1.9082 -0.7 0.5 -0.1 0.431
H 0.8834 1.8143 0.6276 0.3 0.0 -0.3 0.293
H 2.5268 1.0823 0.4391 -0.2 -0.1 -0.2 0.299
Pb 2.2615 -3.3627 -1.9227 -0.4 4.9 1.3 1.413